{"formula": "C6H8N2O2S", "method": "wB97M-V/def2-TZVPD", "lumo_ev": 0.61, "homo_energy_ev": -8.93, "charge": 0, "smiles": "NS(=O)(=O)Nc1ccccc1", "orbital_gap_ev": 9.541, "total_energy_ev": -24262.038, "species": ["N", "S", "O", "O", "N", "C", "C", "C", "C", "C", "C", "H", "H", "H", "H", "H", "H", "H", "H"], "xyz": [[2.65, 1.11, -0.75], [2.44, -0.16, 0.31], [3.48, -1.16, 0.17], [2.17, 0.47, 1.59], [1.11, -0.87, -0.35], [-0.22, -0.46, -0.10], [-1.21, -1.42, 0.03], [-2.54, -1.04, 0.22], [-2.88, 0.30, 0.30], [-1.89, 1.27, 0.16], [-0.56, 0.90, -0.04], [3.24, 1.82, -0.33], [3.05, 0.81, -1.65], [1.23, -1.87, -0.36], [-0.94, -2.47, -0.03], [-3.31, -1.82, 0.31], [-3.92, 0.60, 0.48], [-2.13, 2.33, 0.20], [0.23, 1.67, -0.16]], "mulliken_charge": [-0.529, 1.151, -0.645, -0.592, -0.273, 0.737, -0.645, -0.503, -0.494, -0.525, -0.148, 0.265, 0.265, 0.283, 0.263, 0.339, 0.362, 0.345, 0.345]}

{"formula": "C6H8N2OS", "method": "wB97M-V/def2-TZVPD", "lumo_ev": 0.85, "homo_energy_ev": -8.43, "charge": 0, "smiles": "c1coc(N2CCCS2)n1", "orbital_gap_ev": 9.281, "total_energy_ev": -22211.929, "species": ["C", "C", "O", "C", "N", "C", "C", "C", "S", "N", "H", "H", "H", "H", "H", "H", "H", "H"], "xyz": [[-2.16, 1.56, -1.41], [-1.23, 1.05, -2.29], [-0.25, 0.59, -1.61], [-0.53, 0.90, -0.35], [0.66, 0.90, 0.68], [1.54, -0.12, 0.22], [0.90, -1.43, 0.59], [0.47, -1.17, 2.05], [0.05, 0.65, 2.24], [-1.68, 1.41, -0.18], [-3.10, 1.98, -1.73], [-1.29, 0.70, -3.37], [2.41, 0.06, 0.86], [1.88, -0.05, -0.89], [-0.06, -1.50, -0.04], [1.46, -2.38, 0.41], [-0.50, -1.74, 2.25], [1.42, -1.41, 2.57]], "mulliken_charge": [-0.312, -0.146, -0.232, 0.426, -0.119, -0.597, -0.482, -0.610, -0.081, -0.507, 0.383, 0.305, 0.377, 0.277, 0.194, 0.413, 0.358, 0.353]}

{"formula": "C6H8N2S", "method": "wB97M-V/def2-TZVPD", "lumo_ev": [-0.03, 0.17], "homo_energy_ev": [-8.23, -7.21], "charge": 0, "orbital_gap_ev": [8.197, 7.374], "total_energy_ev": -20161.146, "species": ["C", "C", "C", "C", "C", "C", "N", "N", "S", "H", "H", "H", "H", "H", "H", "H", "H"], "xyz": [[-2.47, -0.87, -0.84], [-1.14, -0.53, -0.86], [-1.71, -1.26, 1.14], [1.57, 1.78, -0.88], [1.30, 2.02, 0.37], [0.67, -0.65, 0.76], [-2.78, -1.17, 0.45], [-0.61, -0.79, 0.42], [2.00, -1.09, -0.33], [-3.34, -0.55, -1.40], [-0.57, -0.04, -1.63], [-1.49, -1.62, 2.08], [1.57, 2.53, -1.67], [2.07, 0.83, -1.15], [0.91, 2.72, 1.20], [1.03, -0.57, 1.80], [2.97, -0.74, 0.54]], "mulliken_charge": [-0.573, -0.192, -0.065, -0.501, -0.159, -0.290, -0.591, 0.156, -0.213, 0.355, 0.359, 0.431, 0.266, 0.137, 0.287, 0.408, 0.186]}

{"formula": "C6H8N2S", "method": "wB97M-V/def2-TZVPD", "lumo_ev": [0.22, -0.29], "homo_energy_ev": [-7.18, -8.66], "charge": 0, "orbital_gap_ev": [7.398, 8.362], "total_energy_ev": -20161.053, "species": ["C", "C", "C", "C", "C", "C", "N", "N", "S", "H", "H", "H", "H", "H", "H", "H", "H"], "xyz": [[-0.63, -2.79, -0.46], [0.65, -2.04, -0.62], [-1.53, -1.79, -0.21], [-1.01, 1.98, -0.42], [-1.38, 0.63, 0.04], [2.43, 1.76, 1.39], [0.42, -0.74, -0.48], [-0.90, -0.57, -0.27], [-2.73, 1.56, -0.48], [-0.87, -3.76, -0.50], [1.70, -2.31, -0.86], [-2.56, -1.90, -0.20], [-0.56, 2.79, 0.22], [-0.35, 1.94, -1.37], [2.38, 0.72, 1.65], [2.22, 2.59, 2.13], [2.71, 1.93, 0.45]], "mulliken_charge": [-0.708, -0.177, -0.246, -0.494, 0.242, -0.952, -0.713, 0.543, -0.139, 0.468, 0.396, 0.415, 0.248, 0.166, 0.295, 0.288, 0.368]}

{"formula": "C6H8N3O", "method": "wB97M-V/def2-TZVPD", "lumo_ev": -3.50, "homo_energy_ev": -13.68, "charge": 1, "smiles": "C#C[C@]1([NH3+])C=CNC(=O)N1", "orbital_gap_ev": 10.184, "total_energy_ev": -12860.082, "species": ["C", "C", "C", "N", "C", "C", "N", "C", "O", "N", "H", "H", "H", "H", "H", "H", "H", "H"], "xyz": [[2.91, 1.24, -0.67], [1.74, 0.93, -0.55], [0.34, 0.13, -0.13], [1.15, -0.25, 1.47], [-0.03, -1.06, -0.96], [-1.33, -1.34, -0.94], [-2.26, -0.62, -0.31], [-2.06, 0.66, 0.15], [-2.88, 1.49, 0.29], [-0.68, 0.94, 0.19], [3.82, 1.81, -0.66], [2.00, 0.29, 1.52], [1.50, -1.24, 1.40], [0.56, -0.11, 2.25], [0.63, -1.84, -1.33], [-1.70, -2.16, -1.53], [-3.25, -0.81, -0.60], [-0.46, 1.94, 0.43]], "mulliken_charge": [0.167, -1.116, 1.222, -0.551, -0.926, -0.136, -0.140, 0.282, -0.488, -0.170, 0.440, 0.312, 0.350, 0.316, 0.404, 0.425, 0.320, 0.289]}

{"formula": "C6H8N3OP", "method": "wB97M-V/def2-TZVPD", "lumo_ev": -0.08, "homo_energy_ev": -9.25, "charge": 0, "orbital_gap_ev": 9.170, "total_energy_ev": -22155.877, "species": ["C", "C", "C", "C", "C", "C", "N", "N", "N", "O", "P", "H", "H", "H", "H", "H", "H", "H", "H"], "xyz": [[1.40, 2.10, 1.63], [0.93, 1.35, 2.67], [1.38, 1.65, 0.31], [0.25, 0.13, 2.41], [0.67, 0.51, 0.03], [0.07, -0.21, 1.08], [0.27, -0.14, -1.06], [-0.47, -1.21, -0.79], [-0.60, -1.32, 0.54], [-0.71, -1.12, -3.48], [-1.67, -1.77, -2.61], [1.93, 3.07, 1.85], [0.71, 1.71, 3.69], [1.81, 2.12, -0.53], [-0.10, -0.56, 3.21], [0.55, 0.13, -2.00], [-1.47, -2.99, -1.95], [-2.75, -2.42, -3.35], [-2.19, -1.03, -1.65]], "mulliken_charge": [-0.458, -0.415, -0.619, -0.458, 0.549, 0.519, 0.071, -0.178, -0.625, -0.611, 0.345, 0.288, 0.320, 0.425, 0.365, 0.285, 0.059, 0.050, 0.089]}

{"formula": "C6H8N3OP", "method": "wB97M-V/def2-TZVPD", "lumo_ev": [0.13, -3.34], "homo_energy_ev": [-6.40, -8.05], "charge": 0, "spin_multiplicity": 3, "orbital_gap_ev": [6.527, 4.706], "total_energy_ev": -22152.291, "species": ["C", "C", "C", "C", "C", "C", "N", "N", "N", "O", "P", "H", "H", "H", "H", "H", "H", "H", "H"], "xyz": [[1.06, -1.27, -2.22], [0.35, -0.16, -2.51], [0.61, -0.73, 0.16], [-0.11, 0.38, -0.28], [1.34, -1.56, -0.86], [0.63, -0.94, 1.60], [-0.09, -0.08, 2.19], [-0.31, 0.68, -1.61], [-0.96, 2.55, 2.00], [2.17, -2.34, -0.46], [-1.20, 1.30, 1.06], [1.48, -1.88, -3.10], [0.04, 0.07, -3.59], [1.33, -1.62, 1.96], [-0.30, -0.39, 3.14], [-0.90, 1.35, -2.04], [-0.88, 2.42, 2.98], [-2.03, 1.84, 0.00], [-2.22, 0.39, 1.57]], "mulliken_charge": [-0.578, -0.199, 0.309, -0.103, 0.554, -0.408, -0.366, -0.057, -0.831, -0.537, 0.360, 0.306, 0.244, 0.530, 0.215, 0.271, 0.222, 0.018, 0.052]}

{"formula": "C6H8N4", "method": "wB97M-V/def2-TZVPD", "lumo_ev": 0.76, "homo_energy_ev": -8.74, "charge": 0, "smiles": "[H]/N=C(\\N)Nc1ccccn1", "orbital_gap_ev": 9.499, "total_energy_ev": -12308.089, "species": ["H", "N", "C", "N", "N", "C", "C", "C", "C", "C", "N", "H", "H", "H", "H", "H", "H", "H"], "xyz": [[-3.09, 1.47, 0.77], [-2.00, 1.03, 0.90], [-2.02, 0.01, 0.12], [-3.34, -0.64, -0.34], [-1.08, -0.81, -0.02], [0.28, -0.46, -0.08], [0.75, 0.87, -0.28], [2.11, 1.16, -0.27], [2.99, 0.13, -0.01], [2.50, -1.02, 0.40], [1.27, -1.43, 0.28], [-4.08, 0.08, -0.21], [-3.03, -1.10, -1.43], [-1.14, -1.59, 0.45], [-0.06, 1.83, -0.25], [2.74, 2.12, -0.48], [4.13, 0.22, 0.07], [3.08, -1.86, 0.38]], "mulliken_charge": [0.190, -0.625, 0.409, -0.602, -0.107, 0.474, -0.060, -0.388, -0.173, -0.369, -0.595, 0.234, 0.295, 0.184, 0.185, 0.237, 0.288, 0.423]}

{"formula": "C6H8N4O", "method": "wB97M-V/def2-TZVPD", "lumo_ev": 0.69, "homo_energy_ev": -8.51, "charge": 0, "orbital_gap_ev": 9.205, "total_energy_ev": -14354.440, "species": ["C", "C", "C", "C", "C", "C", "N", "N", "N", "N", "O", "H", "H", "H", "H", "H", "H", "H", "H"], "xyz": [[0.67, 1.54, 1.79], [-0.23, 0.45, 1.57], [1.64, 1.80, 0.83], [-0.12, -0.31, 0.38], [0.86, 0.20, -0.49], [-2.40, -1.13, 0.42], [1.71, 1.14, -0.28], [2.10, 0.09, -2.88], [-1.00, -1.31, 0.06], [1.21, -0.48, -2.28], [0.38, -1.41, -2.55], [0.61, 1.99, 2.79], [-0.91, 0.13, 2.30], [2.50, 2.63, 1.05], [-2.68, -1.77, 1.38], [-2.61, -0.09, 0.89], [-3.14, -1.42, -0.44], [2.35, -0.18, -3.78], [-0.95, -1.86, -0.76]], "mulliken_charge": [-0.422, -0.443, -0.309, 0.432, 0.314, -0.903, -0.358, -0.726, -0.262, 0.795, -0.628, 0.328, 0.564, 0.227, 0.249, 0.338, 0.267, 0.247, 0.289]}

{"formula": "C6H8N4O2", "method": "wB97M-V/def2-TZVPD", "lumo_ev": [-1.01, -1.11], "homo_energy_ev": [-8.07, -7.33], "charge": 0, "smiles": "C/N=c1\\[nH]c(C)ncc1[N+](=O)[O-]", "orbital_gap_ev": [7.069, 6.214], "total_energy_ev": -16399.455, "species": ["C", "N", "C", "N", "C", "C", "N", "C", "C", "N", "O", "O", "H", "H", "H", "H", "H", "H", "H", "H"], "xyz": [[-0.49, -2.77, -0.03], [0.72, -2.21, -0.26], [0.59, -0.48, -0.29], [-0.69, -0.02, -0.20], [-0.93, 1.35, 0.12], [-2.34, 1.69, -0.30], [-0.12, 2.01, 0.79], [1.20, 1.62, 0.71], [1.61, 0.39, 0.14], [2.99, 0.09, -0.01], [3.27, -0.67, -0.90], [3.80, 0.75, 0.63], [-0.27, -3.70, 0.36], [-1.27, -2.98, -0.81], [-0.94, -2.17, 0.78], [-1.32, -0.50, -0.69], [-2.90, 0.80, -0.01], [-2.27, 1.83, -1.39], [-2.59, 2.69, 0.16], [1.93, 2.26, 1.21]], "mulliken_charge": [-0.739, -0.425, 0.074, -0.188, 0.633, -1.243, -0.518, -0.094, 0.137, 0.925, -0.507, -0.606, 0.334, 0.177, 0.281, 0.260, 0.373, 0.311, 0.340, 0.475]}

{"formula": "C6H8N4O3S", "method": "wB97M-V/def2-TZVPD", "lumo_ev": 0.18, "homo_energy_ev": -9.70, "charge": 0, "smiles": "C=CS(=O)(=O)O/C(C)=N/n1cnnc1", "orbital_gap_ev": 9.881, "total_energy_ev": -29286.219, "species": ["C", "C", "S", "O", "O", "O", "C", "C", "N", "N", "C", "N", "N", "C", "H", "H", "H", "H", "H", "H", "H", "H"], "xyz": [[-4.47, -0.14, 0.11], [-3.36, -0.44, 0.74], [-2.08, -1.31, -0.14], [-2.42, -1.52, -1.50], [-1.57, -2.38, 0.65], [-1.04, 0.01, -0.08], [0.27, 0.33, -0.11], [0.47, 1.82, -0.33], [1.18, -0.54, 0.06], [2.51, -0.33, 0.04], [3.38, -1.23, 0.60], [4.60, -0.84, 0.43], [4.58, 0.31, -0.27], [3.34, 0.62, -0.50], [-5.29, 0.38, 0.59], [-4.59, -0.42, -0.93], [-3.11, -0.23, 1.76], [-0.44, 2.34, -0.05], [1.30, 2.18, 0.28], [0.68, 2.01, -1.38], [3.05, -2.11, 1.10], [3.03, 1.47, -1.07]], "mulliken_charge": [-0.508, -0.220, 1.087, -0.591, -0.589, -0.342, 0.968, -1.325, -0.780, 0.401, -0.093, -0.474, -0.467, 0.035, 0.269, 0.279, 0.331, 0.312, 0.462, 0.305, 0.453, 0.489]}

{"formula": "C6H8NO", "method": "wB97M-V/def2-TZVPD", "lumo_ev": [-4.55, -4.91], "homo_energy_ev": [-12.03, -11.99], "charge": 1, "orbital_gap_ev": [7.487, 7.078], "total_energy_ev": -9876.941, "species": ["C", "C", "C", "C", "C", "C", "N", "O", "H", "H", "H", "H", "H", "H", "H", "H"], "xyz": [[0.96, 1.67, 0.09], [-0.43, 1.54, 0.48], [1.72, 0.64, -0.29], [-1.10, 0.43, 0.27], [-3.18, -0.43, -0.35], [1.28, -0.74, -0.36], [1.52, -1.58, 0.60], [-2.16, -0.24, 0.41], [1.38, 2.67, 0.12], [-0.88, 2.41, 0.95], [2.75, 0.79, -0.58], [-3.36, 0.15, -1.24], [-3.86, -1.20, -0.04], [0.83, -1.11, -1.27], [1.29, -2.57, 0.54], [1.94, -1.26, 1.47]], "mulliken_charge": [-0.086, -0.243, -0.475, -0.092, -0.281, -0.179, -0.194, -0.234, 0.429, 0.384, 0.391, 0.298, 0.294, 0.403, 0.289, 0.297]}

{"formula": "C6H8NO4Se", "method": "wB97M-V/def2-TZVPD", "lumo_ev": 2.96, "homo_energy_ev": -5.09, "charge": -1, "smiles": "C[C@]1(C(=O)O)N[C@@H](C(=O)[O-])C[Se]1", "orbital_gap_ev": 8.054, "total_energy_ev": -81380.990, "species": ["C", "C", "C", "O", "O", "N", "C", "C", "O", "O", "C", "Se", "H", "H", "H", "H", "H", "H", "H", "H"], "xyz": [[-1.94, 1.02, -1.23], [-0.94, 0.41, -0.27], [-0.94, 1.19, 1.05], [-2.00, 1.52, 1.53], [0.20, 1.51, 1.58], [0.31, 0.17, -0.86], [1.08, -0.95, -0.34], [2.47, -0.46, 0.23], [3.44, -1.15, -0.01], [2.42, 0.62, 0.87], [0.31, -1.66, 0.76], [-1.61, -1.49, 0.36], [-2.13, 0.35, -2.07], [-1.54, 1.97, -1.61], [-2.87, 1.22, -0.70], [1.14, 1.11, 1.17], [0.27, 0.17, -1.87], [1.30, -1.65, -1.16], [0.58, -2.71, 0.83], [0.46, -1.18, 1.73]], "mulliken_charge": [-1.720, 0.709, 0.508, -0.684, -0.572, -0.400, 0.044, 0.374, -0.726, -0.703, -0.994, -0.065, 0.445, 0.389, 0.407, 0.525, 0.305, 0.331, 0.457, 0.369]}

{"formula": "C6H8NOP", "method": "wB97M-V/def2-TZVPD", "lumo_ev": [-0.62, -0.81], "homo_energy_ev": [-8.26, -8.17], "charge": 0, "orbital_gap_ev": [7.636, 7.353], "total_energy_ev": -19171.479, "species": ["C", "C", "C", "C", "C", "C", "N", "O", "P", "H", "H", "H", "H", "H", "H", "H", "H"], "xyz": [[-1.63, 1.86, -2.11], [-0.60, 1.76, -1.48], [1.62, 1.36, -0.16], [0.51, 1.41, -0.78], [0.36, -1.39, -1.03], [-0.97, -0.61, 1.58], [0.40, -1.02, 1.70], [2.27, 0.17, 0.17], [1.44, -1.25, 0.35], [-2.61, 2.21, -2.32], [2.42, 2.12, -0.28], [-0.67, -1.85, -0.98], [0.94, -1.80, -1.89], [-1.59, -1.46, 1.49], [-1.40, -0.05, 2.53], [-1.00, 0.05, 0.62], [0.50, -1.50, 2.58]], "mulliken_charge": [-0.418, -0.363, -0.031, 0.301, -0.594, -0.599, -0.220, -0.296, 0.022, 0.385, 0.333, 0.271, 0.306, 0.328, 0.227, 0.106, 0.240]}